No. 1
Density functional theory data (ωB97M-V with the def2-TZVPD basis set) for a structure of composition C15H26OP2Ti in a non-equilibrium geometry.

```
! RIJCOSX wB97M-V def2-TZVPD def2/J DEFGRID3
* xyz 0 3
Ti -0.77 -0.39 -0.13
H -0.64 4.32 -1.80
H 1.36 1.93 0.89
P -1.07 3.01 -1.13
P 0.53 -1.01 -2.01
C 0.37 -2.82 -2.04
H 1.18 -3.24 -2.66
H 0.43 -3.24 -1.03
H -0.60 -3.11 -2.47
C 0.39 -0.59 -3.77
H 0.83 0.40 -3.94
H 0.92 -1.33 -4.38
H -0.67 -0.56 -4.06
C 2.29 -0.65 -1.73
H 2.51 -0.57 -0.66
H 2.90 -1.44 -2.18
H 2.53 0.32 -2.19
C -2.62 3.09 -2.21
H -3.37 3.74 -1.75
H -2.32 3.46 -3.20
H -3.04 2.08 -2.35
C -2.35 1.78 -0.01
H -1.93 1.41 0.95
H -3.11 2.54 0.23
H -2.85 1.00 -0.63
C -1.09 3.97 0.49
H -0.34 4.74 0.44
H -2.08 4.41 0.68
H -0.83 3.31 1.32
C -2.22 -1.61 0.33
O -3.11 -2.30 0.67
H -0.83 0.29 -1.67
C 0.83 0.96 0.76
C 0.81 -0.19 1.37
C 1.21 -1.10 2.43
C 2.56 -1.23 2.84
C 2.92 -2.14 3.84
C 1.93 -2.92 4.48
C 0.59 -2.79 4.08
C 0.24 -1.89 3.08
H 3.33 -0.63 2.36
H 3.97 -2.25 4.15
H 2.20 -3.61 5.27
H -0.19 -3.38 4.57
H -0.80 -1.79 2.76
*
```

For the HOMO-LUMO gap (spin up / spin down), the calculation gives 6.1 / 5.0 eV. The HOMO energy (spin up / spin down) comes out at -6.56 / -6.35 eV.


No. 2
Density functional theory data (ωB97M-V with the def2-TZVPD basis set) for a structure of composition C15H27AlBr3F9OPS2 in a non-equilibrium geometry.

```
! RIJCOSX wB97M-V def2-TZVPD def2/J DEFGRID3
* xyz 3 1
C -2.15 -1.32 3.83
C -1.80 -2.09 2.39
Br -2.84 -3.84 2.50
C -0.22 -2.49 2.24
P 0.75 -1.62 0.86
O -0.49 -2.19 -0.28
C 1.97 -2.76 -0.14
C 2.30 -2.20 -1.64
C 3.93 -1.94 -1.91
S 4.14 -1.99 -3.80
C 0.47 0.12 0.14
C -0.64 1.05 0.90
C -1.02 2.28 -0.18
C -2.24 1.86 -1.19
C -1.83 1.77 -2.78
F -0.34 1.69 -3.01
F -2.31 0.40 -3.21
C -2.61 2.80 -3.76
F -4.09 2.51 -3.63
F -2.25 2.46 -5.18
S -2.37 4.62 -3.51
F -1.03 4.47 -2.46
F -1.32 4.61 -4.92
F -3.68 4.89 -4.64
F -3.52 4.76 -2.26
F -2.16 6.32 -3.44
C 2.09 -1.07 2.09
Br 3.80 -0.40 1.28
C 1.63 0.04 3.21
C 2.15 -0.45 4.72
Br 2.53 1.79 2.82
H -3.30 -1.05 3.83
H -1.55 -0.33 3.98
H -1.93 -2.14 4.67
H -2.27 -1.52 1.49
H -0.19 -3.66 2.02
H 0.26 -2.38 3.33
H -0.77 -3.12 -0.02
H 1.35 -3.77 -0.29
H 2.91 -3.08 0.50
H 2.01 -3.06 -2.42
H 1.66 -1.27 -1.97
H 4.19 -0.82 -1.61
H 4.61 -2.73 -1.36
H 3.23 -1.02 -4.29
H 1.44 0.78 0.01
H 0.06 -0.04 -0.97
H -1.65 0.54 1.15
H -0.24 1.62 1.86
H -0.06 2.71 -0.69
H -1.44 3.15 0.52
H -3.15 2.59 -0.96
H -2.62 0.79 -0.82
H 2.39 -2.05 2.71
H 0.47 0.15 3.30
H 1.48 0.12 5.50
H 3.29 -0.21 4.81
H 1.91 -1.61 4.82
Al 1.06 -2.67 -4.14
*
```

For the HOMO-LUMO gap, the calculation gives 2.9 eV. The HOMO energy comes out at -18.16 eV.


No. 3
Density functional theory data (ωB97M-V with the def2-TZVPD basis set) for a structure of composition C15H27AsNO4S2SbY in a non-equilibrium geometry.

```
! RIJCOSX wB97M-V def2-TZVPD def2/J DEFGRID3
* xyz 1 1
Y 1.07 -1.04 0.13
C -3.63 3.78 2.92
C -2.60 2.70 2.87
C -1.93 2.30 4.02
C -0.97 1.30 3.98
C -0.70 0.67 2.78
C -1.36 1.05 1.62
C -2.29 2.07 1.67
S 0.53 -0.62 2.75
O -0.01 -1.69 1.84
O 0.82 -1.06 4.07
N 1.82 -0.14 1.90
C 2.02 1.29 1.79
C 1.42 1.82 0.45
O 1.41 3.00 0.19
O 0.96 0.90 -0.36
H -3.76 4.15 3.93
H -4.59 3.40 2.55
H -3.34 4.61 2.28
H -2.15 2.79 4.96
H -0.43 1.00 4.86
H -1.14 0.55 0.68
H -2.77 2.40 0.76
H 3.09 1.51 1.78
H 1.57 1.84 2.62
C 2.80 1.10 -2.66
As 3.45 -0.72 -2.45
C 5.35 -0.56 -2.84
C 2.71 -1.71 -3.98
S 3.32 -1.97 -0.73
H 3.06 1.42 -3.67
H 3.28 1.76 -1.94
H 1.72 1.17 -2.52
H 5.51 -0.17 -3.85
H 5.84 -1.54 -2.74
H 5.80 0.13 -2.12
H 3.00 -1.21 -4.91
H 1.62 -1.76 -3.90
H 3.13 -2.72 -3.97
C -3.22 -0.74 -1.14
Sb -1.52 -2.06 -0.96
C -2.41 -3.36 0.48
C -2.00 -3.19 -2.73
H -4.10 -1.37 -1.27
H -3.10 -0.10 -2.01
H -3.33 -0.13 -0.25
H -3.32 -3.78 0.08
H -2.62 -2.78 1.38
H -1.72 -4.16 0.73
H -2.99 -3.62 -2.59
H -1.28 -3.98 -2.92
H -2.03 -2.52 -3.59
*
```

For the HOMO-LUMO gap, the calculation gives 9.1 eV. The HOMO energy comes out at -12.03 eV.


| no. | DFT total energy (hartree) |
| --- | --- |
| 1 | -2194.2409 |
| 2 | -10662.3040 |
| 3 | -4254.0703 |